[1]
DFT (ωB97M-V/def2-TZVPD) results for a cluster of 2 separate species, CH4ClNO3 in total in a non-equilibrium geometry.

```
10
Properties=species:S:1:pos:R:3:mulliken_spin:R:1
Cl 3.1027 0.5990 -0.4787 1.010
O -1.7238 -0.4208 1.0684 0.005
O -1.0237 0.9292 -0.5531 0.018
O -0.6965 -1.2875 -0.6734 -0.001
N 1.4131 0.5996 0.1482 0.987
C -1.0348 -0.1639 -0.0735 -0.026
H -0.7534 -1.2368 -1.6582 -0.001
H 0.8682 1.3304 -0.3373 0.007
H -1.5470 -1.2774 1.4319 0.003
H 1.3952 0.9282 1.1255 -0.001
```

Properties
Charge: 0
⟨S²⟩: 2.0089
HOMO energy (spin up / spin down) in eV: -6.0 / -10.7
Electronic energy in eV: -21252.152
2S+1: 3
Energy above the lowest of the compared OMol25 structures with the same formula, charge and spin in eV: 0.000
Frontier orbital gap (spin up / spin down) in Ha: 0.233 / 0.297

=====

[2]
DFT (ωB97M-V/def2-TZVPD) results for an isolated molecule of CH4ClNOP2 in a non-equilibrium geometry.

```
10
Properties=species:S:1:pos:R:3:nbo_charge:R:1
Cl -1.0978 2.0779 0.2707 -0.356
P -0.5470 -1.3532 0.7177 0.405
P 0.4385 0.6278 1.1501 0.649
O -2.6425 -1.0064 -0.8167 -0.278
N -1.3518 -0.9683 -0.7503 -0.180
C 1.5327 0.5222 -0.3413 -0.964
H 2.1095 1.4980 -0.4191 0.250
H 0.8836 0.3204 -1.2466 0.262
H 2.1882 -0.2316 -0.2885 0.231
H -1.5134 -1.4868 1.7240 -0.020
```

Properties
Structure (SMILES): CP(Cl)#[PH]N=O
Charge: 0
HOMO energy (spin up / spin down) in eV: -9.4 / -9.4
Electronic energy in eV: -35736.457
2S+1: 1
Energy above the lowest of the compared OMol25 structures with the same formula, charge and spin in eV: 0.330
Frontier orbital gap (spin up / spin down) in Ha: 0.298 / 0.298

=====

[3]
DFT (ωB97M-V/def2-TZVPD) results for a cluster of 2 separate species, CH4ClNOS in total in a non-equilibrium geometry.

```
9
Properties=species:S:1:pos:R:3:mulliken_spin:R:1
Cl 2.1421 0.1287 0.4048 0.151
S -0.8332 -1.6210 -0.5525 0.618
O 0.4691 -2.0494 -0.0386 0.336
N -1.6092 -0.7765 0.7090 0.039
C 1.1697 1.1676 -0.4654 0.802
H 0.6595 1.8788 0.2116 0.012
H 1.5243 1.6317 -1.4177 0.028
H -2.4713 -0.4434 0.3611 -0.002
H -1.0510 0.0834 0.7879 0.017
```

Properties
Charge: 0
⟨S²⟩: 2.0081
HOMO energy (spin up / spin down) in eV: -8.1 / -10.4
Electronic energy in eV: -27993.670
2S+1: 3
Energy above the lowest of the compared OMol25 structures with the same formula, charge and spin in eV: 0.000
Frontier orbital gap (spin up / spin down) in Ha: 0.320 / 0.348